Below is a gas-phase ion, C4H11N2O (charge -1), with properties calculated with ωB97M-V with the def2-TZVPD basis set.

Results
E: -9353.529 eV
Relative energy (zero: lowest compared OMol25 entry of this formula, charge and spin): 22.2 kcal per mole
Net charge: -1
Frontier orbital gap: 0.243 Eh

```
18
Properties=species:S:1:pos:R:3:forces:R:3
N -2.4720 -0.6730 0.0242 0.632 -0.593 0.431
C -1.0111 -0.7650 0.2980 -1.076 0.223 -0.463
C -0.2204 0.4713 -0.0921 0.269 0.242 0.288
N -0.7837 1.6428 0.6170 -0.300 -0.080 -0.129
C 1.2523 0.2377 0.2033 0.436 -0.436 0.199
C 1.9598 -0.7694 -0.8259 -0.551 0.532 -0.160
O 1.1235 -1.3797 -1.6793 0.063 -0.010 0.002
H -2.8746 -0.0089 0.6705 -0.061 0.354 -0.397
H -2.5787 -0.3571 -0.9298 -0.228 0.238 0.038
H -0.6223 -1.5974 -0.2763 0.357 -0.129 0.079
H -0.8971 -0.9279 1.3687 0.116 -0.199 0.211
H -0.3386 0.6268 -1.1637 -0.063 0.003 -0.106
H -0.4267 2.5043 0.2203 0.138 -0.075 0.153
H -0.4968 1.5933 1.5884 0.115 0.175 0.005
H 1.8170 1.1814 0.2679 -0.216 0.023 -0.228
H 1.3371 -0.1954 1.2138 -0.164 0.040 0.027
H 2.7176 -0.1116 -1.3409 0.153 -0.270 0.094
H 2.5147 -1.4721 -0.1641 0.380 -0.041 -0.045
```
Positions in Å, forces in eV/Å.

---

Below is a molecular structure, C2H5NO2, with properties calculated with ωB97M-V with the def2-TZVPD basis set.

Results
E: -7734.638 eV
Relative energy (zero: lowest compared OMol25 entry of this formula, charge and spin): 141.0 kcal per mole
Frontier orbital gap: 0.317 Eh

```
10
Properties=species:S:1:pos:R:3:forces:R:3
C -0.4458 1.1582 -0.1972 -0.034 -0.504 1.284
C -0.2968 -0.1721 -0.7087 -0.394 -0.718 0.561
O 0.6190 -2.0772 0.2499 -0.713 0.324 0.021
O 0.7085 1.8962 0.1804 0.211 -0.056 -0.269
N -0.2509 -0.9246 0.3884 1.179 -0.775 -1.066
H 0.3141 -2.6656 0.9552 0.023 0.088 -0.121
H 1.3832 1.2879 0.5119 -0.152 0.078 -0.029
H -1.1355 1.8471 -0.6744 -0.029 -0.016 0.141
H -0.5083 0.2529 0.9980 -0.494 1.613 -0.588
H -0.3876 -0.6028 -1.7035 0.405 -0.033 0.067
```
Positions in Å, forces in eV/Å.

---

Below is 2 unconnected molecules or ions with the total composition C3H12N2OS, with properties calculated with ωB97M-V with the def2-TZVPD basis set.

Results
Expectation value of S²: 0.76
E: -19159.257 eV
Relative energy (zero: lowest compared OMol25 entry of this formula, charge and spin): 10.0 kcal per mole
Multiplicity: 2
Net charge: +1
Frontier orbital gap (spin up / spin down): 0.395 / 0.166 Eh

```
19
Properties=species:S:1:pos:R:3:forces:R:3
N 0.5949 0.9137 -0.2806 0.942 -0.864 0.351
C 0.0166 -0.3082 0.1231 -2.269 0.198 -0.742
C -0.7341 -0.0862 1.4323 -0.773 0.575 0.509
S -1.8641 1.3410 1.3872 -0.040 -0.202 -0.434
C 0.9127 -1.5639 0.4826 3.542 0.422 0.226
N 1.6485 -2.0984 -0.6077 -1.240 -0.010 -0.215
H 1.1496 0.9783 -1.1322 -0.550 -0.020 -0.193
H 0.9972 1.4809 0.4563 -0.031 -0.076 0.131
H -0.6590 -0.7287 -0.6650 0.376 0.635 0.327
H 0.0020 0.0918 2.1998 0.470 0.162 0.359
H -1.3663 -0.9010 1.8121 0.363 -0.061 -0.482
H -1.4107 1.8763 0.2326 -0.080 -0.100 0.269
H 1.6573 -1.0664 1.1482 -0.316 -0.115 -0.185
H 0.4961 -2.3202 1.1210 -0.849 -0.361 -0.270
H 1.9283 -1.4493 -1.3315 0.393 0.106 0.395
H 1.2688 -2.9203 -1.0620 0.036 -0.213 0.246
H -0.0028 0.1880 -2.8217 0.102 -0.275 -0.229
H 1.5231 -0.2163 -2.9547 -0.696 0.245 -0.508
O 0.8471 0.4430 -3.1988 0.621 -0.047 0.445
```
Positions in Å, forces in eV/Å.

---

Below is a molecular structure, C3H3Li2LuO3, with properties calculated with ωB97M-V with the def2-TZVPD basis set.

Results
E: -43314.457 eV
Net charge: +2
Frontier orbital gap: 0.213 Eh

```
12
Properties=species:S:1:pos:R:3:forces:R:3
O 0.6069 -0.4653 0.2017 0.236 1.100 1.632
C 1.5936 -0.0713 -0.6509 -0.389 0.642 -0.956
C -0.7095 -0.8603 -0.3820 -0.196 -1.883 0.257
O 2.2781 0.8148 -0.0968 1.084 0.529 1.005
C -1.7847 -0.0398 0.1480 0.421 1.125 -0.818
Li 3.9723 1.8599 -0.4925 -0.483 -0.419 -0.112
H -0.7304 -1.8943 -0.0080 -0.532 0.172 -0.333
H -2.7437 -0.5691 0.0202 0.356 0.153 0.873
H -1.8943 0.9283 -0.3731 0.176 -0.056 1.052
Li 0.3751 -0.7320 -2.4037 -0.273 -0.226 0.234
Lu 0.4766 0.5148 2.2258 -2.985 -0.338 -1.771
O -1.4400 0.5143 1.8114 2.586 -0.799 -1.064
```
Positions in Å, forces in eV/Å.

---

Below is a single C5H6INO molecule, with properties calculated with ωB97M-V with the def2-TZVPD basis set.

Results
Expectation value of S²: 2.02
E: -16913.710 eV
Relative energy (zero: lowest compared OMol25 entry of this formula, charge and spin): 50.0 kcal per mole
Multiplicity: 3
Frontier orbital gap (spin up / spin down): 0.280 / 0.300 Eh

```
14
Properties=species:S:1:pos:R:3:forces:R:3
C -1.7549 -0.3415 0.5279 0.515 -1.115 1.485
C -1.1148 -0.9651 1.4958 -2.074 -1.668 2.233
C 1.2570 -1.2505 1.2576 0.530 2.098 -1.710
C 0.8107 1.0516 0.5264 -1.147 1.548 -0.300
C 0.8237 1.8336 -0.7678 0.446 -3.061 1.077
N 0.1364 -1.6120 1.6337 0.264 0.004 -0.932
O 1.6543 0.0611 0.7036 0.495 -2.046 0.848
I -0.0418 2.2347 2.0652 0.540 -0.178 0.418
H -1.8450 0.0994 -0.4341 0.199 0.118 -0.332
H -1.7069 -1.4264 2.4659 0.761 1.798 -2.408
H 2.1310 -1.8603 1.0331 -0.171 -0.110 0.873
H -0.1140 2.2907 -0.7538 -1.334 1.055 -0.755
H 0.9628 1.0872 -1.5477 -0.271 0.128 -0.420
H 1.6244 2.5004 -0.8194 1.248 1.428 -0.076
```
Positions in Å, forces in eV/Å.

---

Below is a molecular structure, C41H37AsBr2IN4O4Ti, with properties calculated with ωB97M-V with the def2-TZVPD basis set.

Results
E: -289387.007 eV
Relative energy (zero: lowest compared OMol25 entry of this formula, charge and spin): 4.8 kcal per mole
Net charge: +3
Frontier orbital gap: 0.242 Eh

```
91
Properties=species:S:1:pos:R:3:forces:R:3
Ti -0.7887 0.3320 -0.8942 0.037 -0.393 -0.358
O -1.5662 1.2535 2.2896 0.033 0.027 0.049
C -2.9211 1.3001 2.5314 -0.051 -0.075 -0.045
C -3.4083 1.4683 3.8186 0.038 0.010 -0.053
C -4.7743 1.4979 4.0486 -0.022 -0.005 0.030
C -5.6664 1.3434 2.9978 -0.026 0.014 0.034
C -5.1749 1.1628 1.7181 0.014 0.005 -0.027
C -3.8046 1.1489 1.4577 0.037 0.100 0.045
C -3.3695 0.9621 0.0328 0.001 -0.232 -0.077
O -2.3370 -0.0034 -0.0737 0.262 0.076 -0.082
N -2.8291 2.1235 -0.7047 -0.264 0.181 0.060
N -1.4821 2.2652 -0.3994 0.231 0.118 -0.106
C -0.9658 3.4114 -0.1398 -0.005 -0.104 0.033
C 0.4105 3.5852 0.1964 -0.002 0.178 0.012
Br 1.3353 1.9413 0.4248 -0.038 -0.041 -0.001
C 0.9116 4.8271 0.4075 -0.023 -0.120 -0.022
C 2.1861 5.3623 0.8016 0.061 0.035 0.052
C 3.3412 4.6091 1.0737 0.033 0.039 -0.013
C 4.5019 5.2429 1.4672 0.001 -0.010 -0.006
C 4.5394 6.6288 1.5956 -0.008 0.005 0.000
C 3.4101 7.3894 1.3260 0.024 0.014 0.011
C 2.2451 6.7616 0.9336 -0.007 -0.045 -0.013
H -1.1074 1.4333 3.1198 -0.008 -0.005 -0.020
H -2.7131 1.5773 4.6441 -0.010 0.005 0.008
H -5.1397 1.6358 5.0574 -0.002 0.001 -0.006
H -6.7321 1.3598 3.1768 0.004 -0.002 -0.003
H -5.8671 1.0281 0.8944 0.006 0.002 -0.007
H -4.2211 0.6084 -0.5531 -0.075 0.043 0.074
H -3.3592 2.9763 -0.5363 -0.009 -0.019 -0.019
H -1.5948 4.2998 -0.1391 -0.019 -0.003 0.007
H 0.1628 5.5994 0.2429 -0.019 -0.016 -0.013
H 3.3484 3.5355 0.9759 -0.021 -0.014 -0.003
H 5.3894 4.6614 1.6757 -0.005 -0.003 -0.002
H 5.4549 7.1145 1.9059 -0.001 0.001 -0.003
H 3.4407 8.4656 1.4235 -0.002 -0.002 0.000
H 1.3623 7.3537 0.7248 -0.002 -0.002 0.002
N -3.3579 -0.6344 -3.8651 0.069 0.035 0.058
C -2.6345 -1.0333 -2.8514 -0.100 -0.193 0.057
O -1.5773 -0.3962 -2.5543 0.200 0.068 0.157
C -2.9904 -2.2835 -2.1025 0.045 0.052 -0.026
I -5.0355 -2.3962 -1.5282 0.044 0.010 0.000
H -3.0812 0.1938 -4.3755 -0.025 -0.010 -0.036
H -4.2087 -1.1166 -4.1207 -0.008 0.011 -0.012
H -2.3828 -2.3421 -1.2054 -0.035 -0.016 0.032
H -2.7827 -3.1398 -2.7443 -0.044 0.000 -0.002
O 0.1889 -1.0129 -0.2245 0.056 -0.048 -0.042
As 0.8085 -2.5919 0.2761 -0.242 0.299 -0.027
C 2.2684 -2.1543 1.4008 -0.014 -0.092 0.024
C 3.3863 -2.9831 1.4492 0.010 -0.059 -0.047
C 4.3957 -2.7026 2.3583 0.001 0.017 0.017
C 4.2797 -1.6139 3.2109 -0.009 -0.001 -0.002
C 3.1510 -0.8018 3.1702 0.036 -0.011 0.011
C 2.1348 -1.0738 2.2713 -0.079 0.057 -0.024
C 1.3073 -3.5068 -1.3037 -0.024 -0.031 0.028
C 2.5787 -3.3278 -1.8490 0.051 0.085 0.059
C 2.9117 -3.9799 -3.0244 -0.009 -0.019 -0.010
C 1.9819 -4.8022 -3.6497 0.003 0.002 -0.005
C 0.7145 -4.9752 -3.1075 0.019 -0.007 -0.017
C 0.3710 -4.3287 -1.9317 -0.050 0.009 0.042
C -0.6834 -3.3819 1.1444 0.099 -0.119 0.002
C -0.7264 -4.7704 1.2695 0.032 -0.047 -0.034
C -1.7771 -5.3542 1.9592 -0.013 0.022 0.008
C -2.7683 -4.5566 2.5177 0.012 0.011 -0.006
C -2.7102 -3.1735 2.3994 -0.015 -0.027 0.008
C -1.6613 -2.5742 1.7190 0.000 0.094 0.009
H 3.4775 -3.8457 0.8003 -0.015 0.007 -0.004
H 5.2677 -3.3403 2.4050 0.000 0.001 0.000
H 5.0671 -1.4039 3.9223 -0.001 0.002 -0.003
H 3.0599 0.0329 3.8521 0.001 -0.001 0.001
H 1.2421 -0.4585 2.2574 0.004 -0.019 -0.008
H 3.3110 -2.6983 -1.3562 -0.009 -0.009 0.000
H 3.9010 -3.8621 -3.4454 -0.001 0.003 0.000
H 2.2509 -5.3207 -4.5604 0.001 0.001 0.002
H 0.0021 -5.6288 -3.5927 0.001 -0.001 0.002
H -0.6085 -4.4841 -1.4958 -0.001 0.001 0.006
H 0.0446 -5.4006 0.8410 0.010 0.020 -0.002
H -1.8191 -6.4296 2.0645 0.001 -0.001 -0.003
H -3.5856 -5.0172 3.0565 0.000 0.002 -0.001
H -3.4782 -2.5566 2.8472 0.000 0.002 -0.003
H -1.6171 -1.4957 1.6452 0.013 0.001 -0.014
Br -1.1896 2.5595 -3.7496 0.072 0.060 0.026
C 0.4860 1.6926 -3.6492 -0.047 -0.087 -0.093
C 1.3872 1.8955 -4.6818 -0.058 0.026 0.046
C 2.6045 1.2429 -4.6231 0.016 -0.015 -0.003
C 2.8731 0.4159 -3.5403 0.008 -0.014 0.016
C 1.9163 0.2770 -2.5611 0.017 0.082 -0.035
N 0.7246 0.9033 -2.6030 -0.236 0.099 0.299
H 1.1295 2.5487 -5.5025 0.010 0.003 0.002
H 3.3316 1.3784 -5.4126 0.005 0.004 0.003
H 3.8138 -0.1084 -3.4521 -0.002 -0.002 -0.010
H 2.0895 -0.3446 -1.6953 0.031 -0.020 0.015
```
Positions in Å, forces in eV/Å.